Entry from the OMol25 dataset: C21H17AgN6O2 as an isolated structure (ωB97M-V with the def2-TZVPD basis set).

CARTESIAN COORDINATES (ANGSTROEM)
Ag1 -3.067 0.413 -0.059
N1 -3.763 4.223 1.808
C1 -4.225 3.572 2.931
C2 -4.327 2.263 2.576
N2 -3.934 2.107 1.269
C3 -3.595 3.297 0.834
C4 -3.056 3.505 -0.505
N3 -2.907 2.514 -1.347
C5 -2.300 3.038 -2.458
C6 -2.086 4.372 -2.281
N4 -2.579 4.661 -1.030
H1 -3.594 5.210 1.740
H2 -4.434 4.088 3.852
H3 -4.648 1.422 3.169
H4 -2.034 2.418 -3.298
H5 -1.636 5.121 -2.910
H6 -2.565 5.567 -0.597
O1 -2.059 -1.794 1.877
C7 -1.138 -1.534 1.119
N5 0.147 -2.016 1.238
C8 0.969 -1.622 0.109
C9 -0.021 -0.650 -0.609
O2 0.282 0.003 -1.592
N6 -1.204 -0.671 0.039
C10 2.233 -0.876 0.513
C11 2.491 -0.539 1.835
C12 3.648 0.155 2.173
C13 4.552 0.525 1.190
C14 4.293 0.198 -0.137
C15 3.144 -0.500 -0.473
C16 1.299 -2.837 -0.760
C17 0.655 -3.097 -1.963
C18 0.946 -4.255 -2.677
C19 1.880 -5.160 -2.199
C20 2.532 -4.903 -0.999
C21 2.246 -3.747 -0.291
H7 0.334 -2.834 1.789
H8 1.778 -0.812 2.602
H9 3.838 0.408 3.209
H10 5.454 1.065 1.453
H11 4.991 0.488 -0.913
H12 2.939 -0.752 -1.507
H13 -0.065 -2.390 -2.356
H14 0.438 -4.445 -3.615
H15 2.105 -6.060 -2.760
H16 3.270 -5.600 -0.620
H17 2.775 -3.534 0.633

Summary:
Frontier orbital gap: 8.1 eV
F_max: 0.387 eV Å⁻¹
Energy: -39089.632 eV
2S+1: 1

Results of the natural (NBO) charge analysis, in e, for atoms 1 through 5: atom 1 (Ag): 0.84, atom 2 (N): -0.50, atom 3 (C): -0.10, atom 4 (C): -0.07, atom 5 (N): -0.51